# 1
{"formula": "C2H12O4", "method": "ωB97M-V/def2-TZVPD", "total_charge": -1, "spin_multiplicity": 2, "s2": 0.750, "e_above_lowest_ev": 0.325, "homo_ev": [0.79, -7.03], "e_tot_ha": -384.300151, "symbols": ["O", "H", "H", "O", "H", "H", "O", "H", "H", "C", "C", "O", "H", "H", "H", "H", "H", "H"], "xyz": [[-1.39654, -0.54333, -0.41713], [-0.93578, -0.11460, 0.30406], [-2.30123, -0.24096, -0.33744], [-4.65848, 1.09807, -0.13464], [-4.85079, 1.67638, -0.87276], [-4.93178, 1.59453, 0.63676], [-1.66005, 0.02593, -3.21747], [-1.28596, -0.11906, -2.34841], [-2.56045, 0.30304, -3.04799], [1.87897, -0.17141, 0.52906], [3.26682, -0.53408, 1.03372], [3.36984, -0.61507, 2.48038], [1.77676, -0.05781, -0.55018], [1.60366, 0.78178, 0.98045], [1.07342, -0.79667, 0.91408], [3.97684, 0.22944, 0.71590], [3.40673, -1.53493, 0.62529], [4.22801, -0.98125, 2.70632]], "forces_ev_per_a": [[0.544, -0.519, -0.282], [0.049, 0.292, 0.252], [-0.801, 0.362, 0.123], [0.560, -1.259, -0.033], [-0.136, 0.603, -0.705], [-0.209, 0.508, 0.717], [0.218, -0.033, -0.870], [0.073, -0.093, 0.631], [-0.318, 0.160, 0.153], [-0.620, 1.152, 1.502], [-0.451, -0.612, 0.181], [-0.791, 0.227, -0.538], [0.337, -0.246, 0.066], [0.054, 0.430, -0.213], [0.349, -0.653, -0.205], [0.191, -0.330, -0.453], [0.934, 0.020, -0.150], [0.015, -0.009, -0.176]]}

***

# 2
{"formula": "C14H17N3O4", "method": "ωB97M-V/def2-TZVPD", "spin_multiplicity": 1, "e_above_lowest_ev": 8.558, "homo_ev": -8.31, "e_tot_ha": -1008.686546, "symbols": ["C", "C", "C", "C", "C", "C", "C", "C", "C", "C", "C", "C", "C", "C", "H", "H", "H", "H", "H", "H", "H", "H", "H", "H", "H", "H", "H", "H", "H", "H", "H", "N", "N", "N", "O", "O", "O", "O"], "xyz": [[2.65331, -1.09127, -3.05669], [1.92279, -1.22804, -1.63847], [4.05532, -0.41384, -2.68841], [-0.32930, -0.94026, -0.53525], [-0.75424, -2.37623, -0.55806], [-1.27475, 0.12071, -0.68152], [-1.88269, 0.54401, 0.66146], [-3.01257, 0.00699, 1.13625], [-1.32363, 1.44570, 1.66030], [-2.07403, 1.32303, 2.97193], [-0.30366, 2.54260, 1.80339], [-2.16489, 2.17746, 4.11163], [-0.38049, 3.27973, 2.95105], [-1.29328, 3.18676, 4.00768], [2.43028, 0.76203, -3.37483], [2.04144, -0.24527, -4.59044], [2.65917, -2.10366, -3.59528], [4.54578, -0.99046, -1.79800], [4.91972, -0.34224, -3.43753], [3.86289, 1.48192, -1.31864], [0.04630, -0.24805, -2.32881], [0.02748, -0.88087, 0.49696], [-0.63696, 0.99512, -1.15461], [-1.96537, -0.23797, -1.36496], [-4.01020, -0.45134, 0.59463], [-3.88631, 0.11316, 2.99509], [0.34657, 2.64805, 0.97263], [-3.18812, 2.42480, 4.70861], [0.22316, 4.08682, 3.27895], [-1.30701, 3.95430, 4.78302], [1.17332, -2.97092, -0.35961], [1.86480, -0.09136, -3.61714], [0.54646, -0.99461, -1.69352], [-3.12848, 0.52125, 2.49201], [2.48475, -1.79541, -0.76559], [3.47365, 1.02071, -2.37273], [-1.84377, -2.77299, -0.70837], [0.22425, -3.39064, -0.60935]], "forces_ev_per_a": [[0.806, -0.436, 3.129], [-1.463, -0.464, -4.102], [0.355, -0.209, 1.345], [2.900, -3.578, 1.907], [1.260, -2.423, -0.502], [0.320, 4.083, 0.875], [1.503, 0.629, -1.470], [-2.991, 0.911, 2.317], [1.646, 1.944, 4.022], [-2.672, -1.453, -4.747], [-2.712, -3.028, -0.313], [-3.179, -0.164, -0.747], [0.601, 0.829, 0.683], [0.376, 0.324, 0.846], [-1.906, -0.441, -0.712], [-0.635, 0.593, -1.207], [0.138, 1.498, 0.903], [-1.227, 1.558, -1.151], [-1.811, 0.209, 0.524], [-1.537, -2.544, -5.044], [2.818, -2.293, 0.591], [1.580, 0.447, -0.231], [-1.546, -1.293, 0.892], [-2.014, -0.006, -1.428], [3.221, 0.824, 1.664], [-0.203, 0.231, 0.864], [0.819, 0.744, -0.309], [2.665, -1.563, -1.151], [1.457, 0.762, -1.214], [0.213, -0.003, -0.360], [-2.657, -1.199, -0.797], [-0.148, 1.393, -3.633], [0.126, 3.511, -0.727], [-0.824, -1.704, -1.096], [0.900, -1.046, 3.209], [4.768, 0.426, 5.692], [-3.254, -0.170, -0.105], [2.310, 3.099, 1.581]]}

***

# 3
{"formula": "C3H3NO3", "method": "ωB97M-V/def2-TZVPD", "spin_multiplicity": 1, "smiles": "O=CC(C=O)=[NH+][O-]", "e_above_lowest_ev": 4.726, "homo_ev": [-9.84, -9.84], "e_tot_ha": -396.450744, "symbols": ["O", "C", "C", "C", "O", "N", "O", "H", "H", "H"], "xyz": [[-2.14903, 0.87358, 0.55112], [-1.38867, 0.33428, -0.21440], [-0.00081, -0.09150, 0.07746], [1.11775, -0.32089, -1.24010], [0.82122, 0.12111, -2.26135], [0.33345, -0.06195, 1.33385], [1.30294, -0.45384, 1.94267], [-1.53332, 0.33482, -1.38678], [1.93999, -0.94904, -0.82739], [-0.44351, 0.21344, 2.02493]], "forces_ev_per_a": [[-0.137, -0.676, 0.197], [1.201, 1.325, -2.615], [1.106, 0.050, -2.222], [-1.985, -1.255, 6.395], [-0.005, 0.861, -2.885], [-3.048, -0.099, 1.450], [2.663, -0.463, 0.282], [-0.403, -0.299, 1.912], [0.182, 0.457, -1.015], [0.426, 0.100, -1.500]]}

***

# 4
{"formula": "C11H24BiN6O3", "method": "ωB97M-V/def2-TZVPD", "total_charge": 3, "spin_multiplicity": 1, "homo_ev": -19.11, "e_tot_ha": -1201.299939, "symbols": ["Bi", "N", "C", "C", "C", "N", "C", "C", "N", "C", "H", "H", "H", "H", "H", "H", "H", "H", "H", "H", "H", "H", "H", "H", "H", "H", "O", "N", "O", "O", "C", "C", "C", "C", "N", "N", "C", "H", "H", "H", "H", "H", "H", "H", "H"], "xyz": [[0.25625, -0.65284, -0.38761], [-3.90032, 0.04361, 2.20864], [-2.96946, 0.07839, 3.42257], [-2.45716, -1.32613, 3.72161], [-1.23708, -1.75647, 2.91297], [-1.56678, -1.97272, 1.47155], [-0.11983, -0.73381, 3.05889], [-0.49532, 0.70768, 2.72286], [-0.28159, 1.02539, 1.24595], [-1.86910, 1.13459, 3.27082], [-4.69540, -0.57968, 2.38789], [-3.41854, -0.29851, 1.37255], [-4.29286, 0.96900, 2.01184], [-3.63333, 0.39644, 4.22553], [-3.26480, -2.05904, 3.62925], [-2.18086, -1.34445, 4.77790], [-0.88325, -2.69158, 3.35126], [-2.48726, -2.40395, 1.39876], [-0.97339, -2.72791, 1.13124], [0.76948, -1.03877, 2.49323], [0.21219, -0.75076, 4.09983], [0.22432, 1.34970, 3.22856], [0.60279, 1.53465, 1.19034], [-0.96711, 1.70788, 0.92249], [-2.24456, 2.02310, 2.75217], [-1.67771, 1.48839, 4.28614], [1.99696, 0.63074, -0.15824], [2.72646, 0.20782, -1.19794], [3.77282, 0.64793, -1.42661], [2.11761, -0.69309, -1.86924], [-0.41235, 0.89975, -5.70287], [-0.76268, 0.96989, -4.25971], [-1.67821, 1.77308, -3.58043], [-1.56782, 1.46287, -2.24421], [-0.63381, 0.48891, -2.07552], [-0.16892, 0.20542, -3.34049], [-2.34352, 2.04679, -1.11135], [-1.16920, 1.40809, -6.29417], [-0.33299, -0.13238, -6.04317], [0.54542, 1.39327, -5.88030], [-2.34314, 2.49875, -4.01913], [0.64524, -0.37665, -3.49011], [-1.86470, 2.95253, -0.73023], [-2.47370, 1.32450, -0.29886], [-3.33691, 2.32838, -1.45519]], "forces_ev_per_a": [[-0.071, 0.067, -0.101], [-0.002, -0.015, -0.066], [-0.038, 0.009, 0.015], [-0.018, 0.029, -0.040], [0.009, -0.072, 0.060], [-0.218, -0.043, 0.017], [0.053, 0.030, 0.131], [0.124, 0.046, -0.113], [0.023, 0.141, -0.003], [-0.016, -0.072, -0.007], [0.022, 0.009, 0.004], [-0.032, 0.030, 0.047], [0.008, -0.016, 0.009], [0.001, -0.003, 0.012], [0.002, -0.004, 0.014], [0.016, 0.006, -0.001], [-0.052, -0.030, -0.033], [-0.014, -0.037, 0.017], [0.009, -0.071, 0.090], [0.029, 0.020, 0.021], [0.002, -0.013, -0.005], [0.022, 0.002, -0.005], [0.000, 0.059, 0.015], [0.035, -0.125, 0.058], [0.016, 0.003, 0.005], [-0.016, -0.018, 0.012], [0.064, -0.014, 0.004], [-0.226, 0.049, -0.009], [0.321, 0.089, -0.039], [-0.099, -0.102, 0.005], [-0.006, 0.008, 0.051], [0.009, -0.029, -0.116], [-0.010, 0.044, -0.015], [-0.175, -0.128, 0.153], [0.312, 0.077, -0.165], [0.003, 0.100, 0.034], [-0.054, -0.026, -0.016], [-0.004, -0.002, 0.000], [-0.004, -0.005, 0.011], [-0.005, 0.013, 0.005], [0.015, -0.004, -0.015], [-0.010, -0.035, 0.071], [0.002, -0.005, -0.005], [-0.032, -0.004, -0.098], [0.005, 0.041, -0.012]]}